(1)
The following is a quantum chemistry calculation of C20H21AsN2O4S2Ti as an isolated structure in a non-equilibrium geometry, from the OMol25 dataset.

```
51
Properties=species:S:1:pos:R:3:lowdin_charge:R:1
Ti -0.02 0.07 -0.20 0.662
C -2.18 2.78 -1.50 -0.031
C -1.03 2.99 -0.59 -0.267
C -0.86 4.20 0.12 0.029
C 0.25 4.42 0.89 0.071
C 1.31 3.48 0.86 -0.124
C 2.57 3.70 1.46 0.029
C 3.60 2.83 1.21 -0.011
C 3.44 1.73 0.36 -0.035
C 2.21 1.45 -0.20 -0.552
S 1.95 0.15 -1.38 0.863
C 1.11 2.31 0.08 -0.254
N -0.11 2.02 -0.50 -0.040
H -2.45 3.74 -1.96 0.108
H -3.07 2.41 -0.98 0.079
H -1.92 2.07 -2.29 0.077
H -1.62 4.96 0.04 0.136
H 0.36 5.32 1.46 0.143
H 2.71 4.56 2.09 0.135
H 4.58 3.02 1.64 0.129
H 4.28 1.10 0.11 0.129
C -4.64 -0.26 1.25 -0.217
As -2.70 -0.47 1.16 0.844
C -2.40 -2.19 2.05 -0.188
C -2.11 1.03 2.30 -0.192
S -2.20 -0.46 -0.94 0.408
H -4.96 -0.24 2.30 0.061
H -5.13 -1.10 0.75 0.060
H -4.94 0.67 0.76 0.050
H -2.93 -2.18 3.01 0.063
H -1.34 -2.40 2.21 0.035
H -2.84 -2.97 1.41 0.068
H -2.52 0.84 3.30 0.065
H -2.55 1.96 1.92 0.051
H -1.02 1.14 2.38 0.026
O 0.30 -1.85 0.12 -0.110
C 0.98 -1.42 1.09 -0.573
O 0.59 -0.26 1.53 -0.109
C 2.14 -2.08 1.65 -0.117
C 2.63 -3.27 1.08 0.041
C 3.78 -3.86 1.60 -0.005
C 4.43 -3.28 2.68 0.065
C 3.95 -2.09 3.21 -0.104
C 2.82 -1.48 2.71 0.089
N 4.65 -1.46 4.33 -0.359
O 4.24 -0.37 4.66 0.097
O 5.56 -2.07 4.82 0.137
H 2.11 -3.71 0.24 0.136
H 4.16 -4.77 1.16 0.128
H 5.31 -3.73 3.12 0.139
H 2.47 -0.55 3.14 0.137
```

As for the orbital gap: 6.8779 eV. For the total energy, the calculation gives -5066.285123 a.u. Its energy above the lowest of the compared OMol25 structures with the same formula, charge and spin is 37.2 kcal per mole. The total charge is +2. The lowest unoccupied orbital energy is -0.291 Eh. As for the HOMO energy: -14.804 eV.

=====

(2)
The following is a quantum chemistry calculation of C12H16Cl3NTi as an isolated structure in a non-equilibrium geometry, from the OMol25 dataset.

```
33
Properties=species:S:1:pos:R:3:lowdin_charge:R:1
Ti -0.67 -0.85 -0.26 0.381
Cl -2.59 0.32 -0.13 0.136
Cl 0.46 -2.84 -0.06 0.123
C -0.85 -1.21 -2.09 -0.305
H -0.42 -2.13 -2.51 0.048
H -1.74 -0.82 -2.60 0.055
C 0.72 0.47 -0.75 -0.343
C 0.32 -0.08 -2.02 -0.431
H 1.18 -0.29 0.02 0.083
C -0.27 1.01 -3.00 -0.164
H 1.19 -0.60 -2.50 0.159
C 0.59 2.28 -3.08 -0.204
H -0.46 0.59 -4.00 0.122
H -1.26 1.31 -2.60 0.102
C 0.95 2.81 -1.68 -0.181
H 1.51 1.98 -3.61 0.117
H 0.09 3.03 -3.69 0.107
C 1.60 1.66 -0.86 -0.190
H 1.60 3.69 -1.77 0.108
H 0.04 3.14 -1.14 0.120
H 2.49 1.40 -1.45 0.121
H 1.97 1.96 0.12 0.113
Cl 1.99 -2.28 4.77 0.719
C 0.53 -1.81 4.02 -0.660
C -0.68 -1.85 4.74 -0.062
C -1.83 -1.48 4.06 -0.039
C -1.76 -1.10 2.72 -0.142
N -0.60 -1.07 2.07 -0.069
C 0.54 -1.40 2.69 -0.192
H -0.68 -2.15 5.77 0.107
H -2.80 -1.46 4.55 0.113
H -2.65 -0.81 2.15 0.055
H 1.47 -1.40 2.11 0.092
```

As for the orbital gap: 8.1350 eV. For the total energy, the calculation gives -2751.698051 a.u. Its energy above the lowest of the compared OMol25 structures with the same formula, charge and spin is 0.0 kcal per mole. The lowest unoccupied orbital energy is -0.006 Eh. As for the HOMO energy: -8.289 eV.

=====

(3)
The following is a quantum chemistry calculation of C25H31BrN10RuS as an isolated structure in a non-equilibrium geometry, from the OMol25 dataset.

```
69
Properties=species:S:1:pos:R:3:lowdin_charge:R:1
Ru -0.36 0.25 0.10 1.055
S -0.25 0.43 2.75 0.710
C 0.44 -1.15 2.63 -0.766
C 0.54 -1.99 3.73 -0.086
C 1.13 -3.22 3.57 -0.050
C 1.63 -3.57 2.31 -0.057
C 1.49 -2.66 1.28 -0.173
N 0.90 -1.48 1.41 -0.049
H 0.14 -1.68 4.69 0.107
H 1.23 -3.90 4.40 0.114
H 2.11 -4.52 2.15 0.105
H 1.89 -2.89 0.30 0.095
N -0.78 -3.19 -0.90 0.186
C -2.00 -2.69 -0.67 -0.445
N -3.04 -3.46 -0.96 0.182
C -4.24 -2.95 -0.68 -0.436
N -5.33 -3.68 -0.95 0.186
N -4.43 -1.74 -0.16 0.178
C -3.35 -1.02 0.08 -0.268
N -2.09 -1.45 -0.16 0.119
C -3.55 0.32 0.61 -0.203
C -4.84 0.83 0.80 0.015
C -4.99 2.08 1.35 -0.027
C -3.85 2.80 1.70 -0.020
C -2.61 2.24 1.46 -0.166
N -2.46 1.03 0.94 -0.039
H -0.71 -4.08 -1.34 0.122
H 0.00 -2.55 -0.83 0.034
H -5.24 -4.59 -1.37 0.117
H -6.23 -3.28 -0.75 0.116
H -5.67 0.22 0.51 0.111
H -5.98 2.49 1.53 0.117
H -3.92 3.78 2.15 0.114
H -1.70 2.76 1.73 0.097
Br 1.83 -1.44 -6.53 0.799
C 1.30 -1.17 -4.73 -0.654
C 2.19 -1.37 -3.68 -0.081
C 1.73 -1.20 -2.39 -0.145
N 0.48 -0.85 -2.08 -0.006
C -0.37 -0.67 -3.10 -0.148
C -0.01 -0.81 -4.43 -0.077
H 3.21 -1.66 -3.88 0.112
H 2.39 -1.38 -1.56 0.104
H -1.39 -0.41 -2.85 0.103
H -0.74 -0.63 -5.21 0.113
C -0.92 1.85 -1.36 -0.173
H -1.03 2.83 -0.89 -0.009
H -1.90 1.54 -1.74 -0.009
H -0.22 1.91 -2.20 -0.009
C 2.83 0.90 1.39 -0.175
C 4.07 1.80 1.69 -0.138
N 3.98 3.00 0.88 -0.179
C 3.96 2.65 -0.52 -0.140
C 2.68 1.81 -0.81 -0.149
N 1.95 1.58 0.43 -0.185
C 1.54 2.87 0.98 -0.175
C 2.80 3.75 1.23 -0.140
H 2.28 0.71 2.31 0.063
H 3.13 -0.05 0.96 0.108
H 5.00 1.28 1.46 0.121
H 4.09 2.09 2.74 0.123
H 4.86 2.08 -0.75 0.121
H 3.99 3.57 -1.11 0.122
H 2.95 0.85 -1.26 0.092
H 2.02 2.33 -1.50 0.108
H 1.00 2.69 1.91 0.065
H 0.86 3.35 0.27 0.099
H 2.87 4.04 2.28 0.122
H 2.77 4.66 0.63 0.122
```

The expectation value of S² is 0.775. As for the orbital gap (alpha / beta): 6.6822 / 7.2056 eV. For the total energy, the calculation gives -4585.710710 a.u. As for the spin multiplicity: 2. Its energy above the lowest of the compared OMol25 structures with the same formula, charge and spin is 47.8 kcal per mole. The total charge is +1. The lowest unoccupied orbital energy (alpha / beta) is -0.130 / -0.111 Eh. As for the HOMO energy (alpha / beta): -10.217 / -10.233 eV.

=====

(4)
The following is a quantum chemistry calculation of an isolated ion of composition C6H10NO2 and charge +1 in a non-equilibrium geometry, from the OMol25 dataset.

```
19
Properties=species:S:1:pos:R:3:lowdin_charge:R:1
C -1.16 -1.69 0.37 0.022
C -0.02 -1.59 -0.49 -0.075
C -2.32 -0.97 0.53 0.023
C 1.04 -0.72 -0.41 -0.089
C -2.67 0.25 -0.08 -0.316
C 2.15 1.39 0.35 -0.067
N 1.08 0.46 0.26 -0.038
O -1.92 0.96 -0.93 0.171
O -3.73 0.95 0.26 0.204
H -1.27 -2.58 0.87 0.101
H 0.34 -2.45 -0.91 0.082
H -3.18 -1.16 1.13 0.126
H 1.84 -1.13 -0.99 0.138
H 1.81 2.35 0.05 0.079
H 2.74 1.51 1.21 0.072
H 2.88 1.13 -0.56 0.147
H 0.20 0.65 0.73 0.135
H -1.08 0.61 -1.26 0.125
H -4.07 1.71 -0.21 0.161
```

As for the orbital gap (alpha / beta): 7.4253 / 7.4264 eV. For the total energy, the calculation gives -439.529621 a.u. Its energy above the lowest of the compared OMol25 structures with the same formula, charge and spin is 21.6 kcal per mole. The total charge is +1. The lowest unoccupied orbital energy (alpha / beta) is -0.192 / -0.192 Eh. As for the HOMO energy (alpha / beta): -12.648 / -12.648 eV.

=====

(5)
The following is a quantum chemistry calculation of C31H52BrN4P3Sr as an isolated structure in a non-equilibrium geometry, from the OMol25 dataset.

```
92
Properties=species:S:1:pos:R:3:lowdin_charge:R:1
N -6.75 5.31 -6.08 0.071
C -6.58 5.92 -4.90 -0.111
C -5.68 5.43 -3.94 -0.007
C -4.96 4.23 -4.17 -0.195
C -5.25 3.57 -5.40 -0.009
C -6.13 4.16 -6.32 -0.123
C -4.00 3.66 -3.21 -0.002
Sr 0.99 1.29 0.38 1.236
P 6.11 -0.97 -0.38 0.954
C -3.11 2.69 -3.53 -0.055
C -2.31 1.91 -2.63 -0.194
C -1.18 1.23 -3.15 0.020
C -0.41 0.43 -2.31 -0.163
C -0.88 0.13 -1.01 -0.393
C -1.88 0.95 -0.43 -0.172
C -2.59 1.83 -1.25 0.010
Br 1.79 -1.01 1.69 0.130
H -3.97 4.13 -2.21 0.126
H -2.98 2.47 -4.59 0.117
H -5.56 6.01 -3.03 0.108
H -4.79 2.63 -5.66 0.100
H -7.15 6.83 -4.75 0.115
H -6.31 3.68 -7.29 0.117
H -0.91 1.42 -4.20 0.144
H -3.37 2.49 -0.87 0.133
H 0.50 -0.07 -2.70 0.107
H -2.15 0.82 0.64 0.060
P -0.33 -1.93 -0.41 1.036
C 5.57 0.78 -0.29 -0.466
C 6.73 1.68 -0.70 -0.174
H 5.25 0.95 0.74 0.067
H 4.69 0.90 -0.94 0.049
H 6.56 2.70 -0.33 0.067
H 7.68 1.31 -0.28 0.065
H 6.84 1.72 -1.79 0.073
C 5.39 -1.46 -2.01 -0.449
C 6.21 -2.57 -2.68 -0.168
H 5.41 -0.55 -2.63 0.072
H 4.35 -1.76 -1.84 0.049
H 5.93 -2.64 -3.74 0.070
H 7.29 -2.35 -2.63 0.068
H 6.03 -3.55 -2.21 0.070
C 5.06 -1.86 0.83 -0.491
C 5.83 -2.23 2.09 -0.167
H 4.67 -2.75 0.32 0.073
H 4.20 -1.21 1.04 -0.067
H 5.22 -2.90 2.70 0.067
H 6.76 -2.75 1.83 0.069
H 6.08 -1.34 2.69 0.072
C -0.18 -3.39 0.76 -0.377
C -1.21 -4.51 0.74 -0.103
H -0.17 -2.96 1.77 0.029
H 0.83 -3.80 0.60 0.083
H -2.16 -4.19 1.16 0.071
H -1.39 -4.97 -0.24 0.084
H -0.83 -5.32 1.38 0.101
C 0.88 -2.52 -1.68 -0.332
C 0.31 -2.56 -3.10 -0.122
H 1.24 -3.51 -1.37 0.102
H 1.76 -1.86 -1.64 0.071
H -0.50 -3.28 -3.23 0.087
H -0.04 -1.57 -3.41 0.042
H 1.12 -2.84 -3.80 0.100
C -1.97 -2.32 -1.14 -0.360
C -3.11 -1.96 -0.17 -0.113
H -2.00 -3.35 -1.49 0.087
H -2.01 -1.68 -2.02 0.079
H -3.85 -1.39 -0.74 0.090
H -3.61 -2.85 0.22 0.081
H -2.78 -1.34 0.67 0.052
C 0.21 0.26 6.04 -0.153
N 0.11 1.51 5.27 -0.165
C -1.21 2.13 5.49 -0.165
N -2.33 1.21 5.21 -0.161
C -2.18 -0.03 5.99 -0.160
N -0.88 -0.68 5.72 -0.146
C -0.80 -1.17 4.34 -0.331
P -0.88 0.20 3.05 0.880
C 0.41 1.35 3.85 -0.391
C -2.46 0.95 3.78 -0.333
H 0.11 0.56 7.11 0.140
H 1.18 -0.22 5.87 0.136
H -1.30 3.04 4.87 0.132
H -1.25 2.38 6.56 0.136
H -3.00 -0.73 5.77 0.132
H -2.21 0.26 7.06 0.139
H 0.14 -1.72 4.20 0.065
H -1.64 -1.86 4.16 0.093
H 0.35 2.33 3.35 0.068
H 1.43 0.96 3.72 0.044
H -3.31 0.26 3.60 0.095
H -2.70 1.88 3.25 0.081
```

As for the orbital gap: 4.6423 eV. For the total energy, the calculation gives -5059.624735 a.u. Its energy above the lowest of the compared OMol25 structures with the same formula, charge and spin is 21.2 kcal per mole. The total charge is +2. The lowest unoccupied orbital energy is -0.271 Eh. As for the HOMO energy: -12.010 eV.

=====

(6)
The following is a quantum chemistry calculation of the molecule C19H22N2O4S, from the OMol25 dataset.

```
48
Properties=species:S:1:pos:R:3:lowdin_charge:R:1
C -3.99 -2.27 -2.59 0.007
C -3.02 -1.41 -1.82 -0.471
O -2.08 -0.86 -2.36 0.068
N -3.26 -1.27 -0.48 0.003
C -2.43 -0.47 0.34 -0.109
C -1.91 0.74 -0.12 0.009
C -1.09 1.49 0.70 -0.284
C -0.81 1.10 2.00 -0.054
C -1.36 -0.08 2.48 0.022
C -2.16 -0.87 1.65 -0.187
O -2.66 -2.01 2.20 -0.013
C -3.32 -2.88 1.31 -0.142
C -4.16 -2.09 0.30 -0.103
H -4.86 -1.45 0.84 0.145
H -4.72 -2.78 -0.33 0.115
H -2.58 -3.49 0.77 0.140
H -3.94 -3.53 1.93 0.133
H -1.18 -0.42 3.48 0.124
H -0.17 1.72 2.60 0.116
S -0.36 2.97 0.01 0.638
O 0.48 3.57 0.99 -0.286
O -1.41 3.75 -0.59 -0.284
N 0.60 2.45 -1.24 -0.129
H 0.07 2.09 -2.01 0.112
C 1.79 1.71 -0.92 -0.220
C 1.58 0.20 -0.78 -0.134
C 2.89 -0.47 -0.46 -0.242
C 3.72 -0.94 -1.47 -0.037
C 4.94 -1.51 -1.18 -0.045
C 5.37 -1.63 0.14 -0.287
C 4.54 -1.16 1.15 -0.044
C 3.32 -0.59 0.85 -0.033
H 2.68 -0.23 1.65 0.113
H 4.86 -1.25 2.18 0.112
C 6.69 -2.26 0.47 -0.056
H 6.53 -3.25 0.90 0.082
H 7.23 -1.67 1.21 0.078
H 7.31 -2.37 -0.41 0.073
H 5.57 -1.87 -1.98 0.108
H 3.40 -0.85 -2.50 0.113
H 1.17 -0.19 -1.71 0.122
H 0.86 0.00 0.02 0.099
H 2.16 2.14 0.02 0.117
H 2.54 1.91 -1.70 0.128
H -2.13 1.09 -1.11 0.122
H -3.88 -3.31 -2.33 0.086
H -5.02 -1.95 -2.41 0.088
H -3.76 -2.15 -3.65 0.088
```

As for the orbital gap: 9.1297 eV. For the total energy, the calculation gives -1545.887423 a.u. Its energy above the lowest of the compared OMol25 structures with the same formula, charge and spin is 30.4 kcal per mole. The lowest unoccupied orbital energy is 0.016 Eh. As for the HOMO energy: -8.692 eV.